(1)
Molecular formula: C2H5O2P
Method: DFT, wB97M-V/def2-TZVPD

XYZ file:
```
10
Properties=species:S:1:pos:R:3:mulliken_charge:R:1
C 0.3033 -0.5275 1.0725 -0.19
C -0.7874 0.6434 1.3291 -0.17
O -1.5306 0.1406 2.7521 -0.54
O 1.4575 0.2962 0.7774 -0.36
P 0.5472 1.7154 0.6530 0.07
H 0.3593 -1.0012 2.1739 0.17
H 0.2941 -1.4182 0.4401 0.37
H -1.7285 0.4096 0.7786 0.34
H -0.8703 -0.5739 2.3087 0.27
H 0.1322 1.8226 -0.6532 0.04
```

Calculated values
Orbital gap (Eh): 0.362
ΔE to the lowest compared entry with this formula, charge and spin (kJ/mol): 459.4
LUMO level (eV): 0.4134

---

(2)
Molecular formula: C25H33N3O6
Method: DFT, wB97M-V/def2-TZVPD

XYZ file:
```
67
Properties=species:S:1:pos:R:3:mulliken_charge:R:1
C 3.9206 1.4230 -2.2575 -0.89
H 4.3894 0.6675 -1.6153 0.33
O 2.5454 1.1789 -2.4014 -0.15
C 2.2719 -0.0881 -2.9631 -0.68
H 2.8243 -0.8650 -2.4163 0.38
H 2.5835 -0.1159 -4.0179 0.63
C 0.7653 -0.3433 -2.8691 -0.85
N 0.3167 -0.2834 -1.4921 0.62
C -0.0921 0.8391 -0.8769 1.01
O -0.3127 0.8940 0.3281 -0.82
C -0.4096 2.0740 -1.7242 -1.83
N -1.7773 1.9974 -2.1842 0.01
C -2.1255 1.6898 -3.4531 0.48
O -1.3183 1.5062 -4.3492 -0.75
C -3.5765 1.6054 -3.6724 0.39
C -4.2736 1.3592 -4.8271 -0.50
C -5.6399 1.3832 -4.4747 -0.41
C -5.6767 1.6395 -3.1370 -0.48
O -4.4401 1.7754 -2.6405 -0.32
H -6.4938 1.7448 -2.4505 0.47
H -6.4770 1.2312 -5.1241 0.45
H -3.8463 1.1875 -5.7929 0.53
H -2.4992 2.0600 -1.4823 0.33
H -0.3068 2.9407 -1.0653 0.34
H 0.2543 2.1880 -2.5785 0.58
C 0.5590 -1.4862 -0.6874 0.68
C -0.6356 -1.8172 0.1804 0.41
C -0.4804 -2.3890 1.4289 -0.21
C -1.5888 -2.7163 2.2112 0.50
C -2.8665 -2.4745 1.7235 -0.68
C -3.0174 -1.9252 0.4602 -1.09
C -1.9210 -1.6046 -0.3127 -1.08
H -2.0597 -1.1827 -1.2973 0.46
H -4.0125 -1.7497 0.0779 0.42
H -3.7433 -2.7103 2.3053 0.45
O -1.3046 -3.2623 3.4259 -0.40
C -2.3723 -3.6172 4.2697 -0.96
H -1.9140 -4.0285 5.1677 0.25
H -2.9781 -2.7462 4.5401 0.37
H -3.0129 -4.3775 3.8110 0.37
H 0.4971 -2.6006 1.8307 0.53
C 1.8997 -1.3637 0.0763 -0.36
O 2.8848 -1.9784 -0.2921 -0.76
N 1.8578 -0.5322 1.1155 0.39
H 0.9950 -0.0219 1.2741 0.14
C 3.0017 -0.1953 1.9323 -0.40
C 2.7511 -0.5952 3.3904 -1.16
C 1.6499 0.2527 4.0212 -0.33
C 2.0022 1.7341 3.9312 -0.97
C 2.2059 2.1445 2.4761 -0.23
C 3.3040 1.3036 1.8289 -0.77
H 3.4080 1.5759 0.7768 0.08
H 4.2560 1.5003 2.3269 0.49
H 2.4814 3.2003 2.4226 0.43
H 1.2703 2.0196 1.9279 0.02
H 1.2064 2.3336 4.3776 0.42
H 2.9201 1.9230 4.4944 0.34
H 1.5227 -0.0379 5.0663 0.36
H 0.7029 0.0706 3.5096 0.14
H 3.6792 -0.4613 3.9502 0.46
H 2.4818 -1.6522 3.4342 0.38
H 3.8437 -0.7727 1.5328 0.60
H 0.6981 -2.3133 -1.3944 0.68
H 0.5528 -1.3405 -3.2623 0.45
H 0.2248 0.3771 -3.4836 0.14
H 4.0165 2.4063 -1.8008 0.26
H 4.4280 1.4220 -3.2299 0.29
```

Calculated values
Orbital gap (Eh): 0.335
ΔE to the lowest compared entry with this formula, charge and spin (kJ/mol): 181.5
LUMO level (eV): 0.6737

---

(3)
Molecular formula: C29H27ClNO2
Method: DFT, wB97M-V/def2-TZVPD

XYZ file:
```
60
Properties=species:S:1:pos:R:3:mulliken_charge:R:1
Cl 6.8801 -1.8387 2.8571 -0.17
C 5.2545 -1.7738 2.2632 0.23
C 4.5904 -2.9375 1.8470 -0.83
C 3.3122 -2.8384 1.3026 -0.46
C 2.7232 -1.5958 1.1772 0.18
N 1.3234 -1.6649 0.6538 0.13
C 3.3132 -0.4537 1.6348 0.35
C 4.6116 -0.5137 2.1771 -0.85
H 5.0758 -3.8930 1.9956 0.43
H 2.7759 -3.7371 1.0193 0.37
H 0.6787 -1.1178 1.2476 0.55
H 1.0318 -2.6250 0.5617 0.48
H 2.7554 0.4896 1.6259 0.06
H 5.0920 0.3745 2.5649 0.46
C -7.8400 0.4285 0.2740 -0.78
O -7.0129 0.0279 -0.8427 -0.44
C -5.6504 0.2412 -0.7745 0.80
C -4.8499 -0.3791 -1.7549 -0.81
C -3.4733 -0.3505 -1.6467 -0.32
C -2.8361 0.3611 -0.6010 -0.37
C -1.3693 0.3999 -0.4589 0.28
C -0.6286 -0.7501 -0.7080 -1.18
C 0.8609 -0.9492 -0.7325 -0.13
C 1.4749 -1.9178 -1.7524 0.25
C 2.8264 -1.8041 -1.9936 -0.10
C 3.5053 -2.8022 -2.6877 -0.78
C 2.7593 -3.8234 -3.3108 -0.43
C 1.3698 -3.8731 -3.1413 -0.83
C 0.7099 -2.8613 -2.4179 -0.35
C -0.7549 1.6391 0.0361 0.08
C -1.3107 2.9197 -0.2683 -0.18
C -0.7583 4.1053 0.1745 -0.98
C 0.4388 4.0768 0.9413 0.74
O 0.9481 5.2549 1.4178 -0.45
C 2.1518 5.1565 2.2337 -0.76
C 1.0305 2.8202 1.2423 -0.69
C 0.3886 1.6535 0.8706 -0.60
C -3.6626 1.0606 0.3082 -0.43
C -5.0433 0.9780 0.2664 -0.66
H -8.8477 0.1544 -0.0409 0.25
H -7.5653 -0.1183 1.1880 0.35
H -7.7822 1.5118 0.4546 0.30
H -5.3473 -0.8902 -2.5684 0.45
H -2.8682 -0.8590 -2.3777 0.56
H -1.2139 -1.6266 -1.0074 0.62
H 1.4507 -0.0616 -0.5712 1.04
H 3.3678 -0.9543 -1.5459 0.38
H 4.5814 -2.6753 -2.8362 0.40
H 3.3156 -4.5810 -3.8775 0.39
H 0.8121 -4.6392 -3.6892 0.38
H -0.3792 -2.9181 -2.3526 0.34
H -2.2169 2.9946 -0.8741 0.58
H -1.1993 5.0900 -0.0340 0.43
H 2.3763 6.1963 2.4824 0.26
H 1.9650 4.5714 3.1471 0.35
H 2.9829 4.7092 1.6659 0.31
H 1.9628 2.7640 1.8235 0.35
H 0.7699 0.7180 1.2866 0.59
H -3.2120 1.6546 1.0927 0.51
H -5.6446 1.4720 1.0328 0.33
```

Calculated values
Orbital gap (Eh): 0.286
Total charge: +1
LUMO level (eV): -2.8436

---

(4)
Molecular formula: C18H14AgAsF6P
Method: DFT, wB97M-V/def2-TZVPD

XYZ file:
```
41
Properties=species:S:1:pos:R:3:mulliken_charge:R:1
Ag -0.7688 2.0309 1.2406 0.06
C 1.0136 1.4267 -4.8475 -0.46
C -0.1672 0.7938 -4.4911 -0.65
C -0.4293 0.5065 -3.1579 -0.28
C 0.4941 0.8541 -2.1775 0.44
C 1.6754 1.5026 -2.5384 -0.36
C 1.9350 1.7816 -3.8697 -0.64
P 0.1815 0.5431 -0.4224 0.98
C 1.4993 -0.5718 0.1296 0.36
C 1.7247 -0.6616 1.5017 -0.47
C 2.6663 -1.5544 1.9918 -0.66
C 3.3898 -2.3498 1.1150 -0.40
C 3.1688 -2.2612 -0.2538 -0.68
C 2.2228 -1.3770 -0.7484 -0.14
C -1.3518 -0.3761 -0.2359 0.35
C -1.7141 -1.6727 -0.6088 0.09
C -2.9368 -2.1648 -0.1838 -0.75
C -3.7839 -1.3919 0.6149 -0.33
C -3.4318 -0.1044 1.0087 -0.62
C -2.2209 0.3527 0.5463 -0.42
H 1.2170 1.6484 -5.8871 0.38
H -0.8890 0.5210 -5.2498 0.40
H -1.3550 0.0174 -2.8821 0.38
H 2.3945 1.7843 -1.7774 0.41
H 2.8542 2.2815 -4.1454 0.39
H 1.1582 -0.0420 2.1913 0.29
H 2.8364 -1.6201 3.0581 0.43
H 4.1312 -3.0393 1.4976 0.38
H 3.7341 -2.8824 -0.9362 0.39
H 2.0535 -1.3069 -1.8160 0.40
H -1.0437 -2.2867 -1.1994 0.47
H -3.2347 -3.1685 -0.4567 0.38
H -4.7241 -1.8100 0.9531 0.39
H -4.0644 0.4862 1.6577 0.47
F 0.1564 2.5704 3.3745 -0.57
As -1.1836 2.0036 4.4148 1.99
F -1.0749 0.5048 3.5221 -0.45
F -2.2404 2.6057 3.0961 -0.53
F -1.2617 3.5512 5.1367 -0.47
F -2.5572 1.4458 5.2612 -0.48
F -0.0736 1.4295 5.5733 -0.48
```

Calculated values
Orbital gap (alpha / beta) (Eh): 0.322 / 0.278
Multiplicity: 2
ΔE to the lowest compared entry with this formula, charge and spin (kJ/mol): 12.2
LUMO level (alpha / beta) (eV): -0.0241 / -1.8713
<S²>: 0.760

---

Calculated values (Eh/bohr) of maximum force for the records, taken in order: 0.115 0.025 0.042 0.009.
Calculated values (eV) of energy for the records, taken in order: -15533.893 -43216.605 -48611.029 -109326.470.